No. 1
{
  "formula": "C18H30O6",
  "method": "the ωB97M-V functional and the def2-TZVPD basis",
  "elements": ["C", "C", "O", "O", "C", "C", "C", "C", "C", "C", "C", "C", "C", "C", "C", "O", "O", "C", "O", "H", "H", "H", "H", "H", "H", "H", "H", "H", "H", "H", "H", "H", "H", "H", "H", "H", "H", "H", "H", "C", "C", "O", "C", "C", "H", "H", "H", "H", "H", "H", "H", "H", "H", "H"],
  "coordinates": [[7.128, -0.847, -0.970], [5.939, 0.127, -1.625], [6.046, 0.392, -2.932], [4.860, 0.577, -0.732], [4.295, 1.871, -1.144], [3.125, 1.622, -2.284], [2.128, 2.922, -2.380], [0.726, 2.578, -1.575], [-0.209, 1.463, -2.376], [-1.643, 1.273, -1.609], [-1.742, -0.016, -0.606], [-0.312, -0.637, -0.108], [0.301, -1.826, -1.065], [1.467, -2.623, -0.596], [1.833, -3.652, -1.820], [2.898, -4.445, -1.963], [0.704, -3.477, -2.784], [-0.160, -2.301, -2.590], [-1.053, -1.717, -3.427], [7.809, -1.205, -1.856], [6.668, -1.782, -0.438], [7.727, -0.211, -0.184], [5.097, 2.614, -1.596], [3.793, 2.423, -0.217], [3.603, 1.407, -3.341], [2.456, 0.720, -1.890], [2.576, 3.878, -1.863], [1.917, 3.202, -3.512], [0.035, 3.546, -1.486], [1.042, 2.230, -0.496], [0.359, 0.474, -2.638], [-0.460, 1.977, -3.425], [-1.884, 2.241, -0.968], [-2.488, 1.208, -2.445], [-2.297, 0.370, 0.379], [-2.489, -0.824, -1.066], [-0.517, -1.144, 0.951], [0.531, 0.170, 0.088], [2.027, -2.494, 0.424], [-6.502, -0.173, 3.286], [-5.244, -0.742, 2.653], [-4.051, -0.083, 3.067], [-3.747, -0.133, 4.458], [-3.542, -1.543, 4.983], [-6.560, 0.908, 3.128], [-7.393, -0.642, 2.856], [-6.521, -0.347, 4.365], [-5.309, -0.612, 1.566], [-5.165, -1.820, 2.830], [-4.512, 0.397, 5.034], [-2.815, 0.427, 4.592], [-4.468, -2.124, 4.943], [-3.206, -1.520, 6.024], [-2.797, -2.076, 4.382]],
  "gap_ev": 8.304,
  "largest_force_ha_per_bohr": 0.19282,
  "total_energy_ev": -31427.905,
  "multiplicity": 1,
  "e_homo_ev": -9.96,
  "charge": 0,
  "smiles": "CC(=O)OCCCCCCCCC1=CC(=O)OC1=O.CCOCC",
  "relative_energy_kcal_mol": 171.7,
  "lumo_energy_ha": -0.0610
}

No. 2
{
  "formula": "C46H46F9N2O5P2PtSSi",
  "method": "the ωB97M-V functional and the def2-TZVPD basis",
  "elements": ["Pt", "F", "C", "F", "F", "C", "C", "C", "C", "C", "C", "P", "C", "C", "C", "C", "C", "C", "C", "F", "F", "F", "C", "C", "C", "C", "C", "C", "C", "F", "F", "F", "H", "H", "H", "H", "H", "H", "H", "H", "H", "H", "H", "H", "O", "C", "O", "C", "C", "C", "C", "S", "C", "C", "H", "H", "H", "H", "H", "C", "C", "C", "C", "Si", "O", "C", "C", "C", "C", "C", "C", "C", "C", "C", "C", "C", "C", "H", "H", "H", "H", "H", "H", "H", "H", "H", "H", "H", "H", "H", "H", "H", "H", "H", "H", "H", "N", "C", "P", "O", "O", "C", "N", "H", "H", "H", "H", "H", "H", "H", "H", "H", "H"],
  "coordinates": [[-0.331, 0.553, -0.875], [6.806, -0.387, -5.008], [5.759, 0.435, -5.168], [5.260, 0.230, -6.395], [6.227, 1.693, -5.127], [4.722, 0.214, -4.096], [3.374, 0.229, -4.410], [2.434, 0.061, -3.405], [2.826, -0.126, -2.083], [4.191, -0.134, -1.783], [5.133, 0.034, -2.784], [1.627, -0.464, -0.749], [2.548, 0.075, 0.712], [2.885, 1.426, 0.793], [3.684, 1.880, 1.824], [4.143, 0.979, 2.780], [3.800, -0.359, 2.714], [2.996, -0.815, 1.676], [5.023, 1.495, 3.889], [4.523, 2.623, 4.418], [6.254, 1.784, 3.430], [5.160, 0.605, 4.879], [1.518, -2.266, -0.652], [0.449, -2.843, 0.030], [0.391, -4.220, 0.190], [1.413, -5.010, -0.316], [2.482, -4.442, -0.995], [2.532, -3.071, -1.171], [1.368, -6.513, -0.178], [0.583, -6.903, 0.827], [2.596, -7.013, 0.035], [0.908, -7.078, -1.309], [3.056, 0.374, -5.433], [1.392, 0.094, -3.673], [4.530, -0.277, -0.766], [6.187, 0.021, -2.541], [2.539, 2.122, 0.037], [3.943, 2.927, 1.895], [4.151, -1.047, 3.471], [2.735, -1.864, 1.625], [-0.328, -2.208, 0.443], [-0.440, -4.681, 0.708], [3.273, -5.071, -1.380], [3.366, -2.634, -1.703], [-1.282, -6.730, -3.412], [-1.577, -5.892, -2.406], [-1.955, -6.303, -1.347], [-1.417, -4.419, -2.661], [-0.452, -3.887, -3.505], [-0.330, -2.509, -3.649], [-1.175, -1.679, -2.933], [-1.002, 0.103, -3.065], [-2.139, -2.202, -2.076], [-2.256, -3.569, -1.945], [-1.105, -6.250, -4.230], [0.235, -4.532, -4.040], [0.424, -2.099, -4.309], [-2.771, -1.542, -1.496], [-2.983, -4.002, -1.271], [-1.448, 1.081, 5.057], [-0.502, 0.670, 3.924], [0.854, 1.358, 4.107], [-0.307, -0.850, 3.945], [-1.212, 1.187, 2.256], [-0.353, 0.423, 1.090], [-1.165, 3.051, 2.057], [-1.975, 3.911, 2.802], [-1.912, 5.286, 2.636], [-1.026, 5.837, 1.722], [-0.193, 5.005, 0.985], [-0.265, 3.629, 1.159], [-2.955, 0.465, 2.025], [-4.160, 1.160, 2.145], [-5.381, 0.551, 1.875], [-5.427, -0.779, 1.480], [-4.244, -1.498, 1.360], [-3.030, -0.879, 1.627], [-1.058, 0.722, 6.015], [-2.447, 0.658, 4.928], [-1.539, 2.167, 5.131], [1.353, 0.985, 5.008], [0.748, 2.440, 4.206], [1.507, 1.159, 3.257], [0.162, -1.152, 4.887], [0.336, -1.182, 3.126], [-1.260, -1.380, 3.869], [-2.680, 3.508, 3.521], [-2.557, 5.930, 3.220], [-0.971, 6.912, 1.599], [0.526, 5.431, 0.294], [0.391, 2.985, 0.581], [-4.157, 2.204, 2.421], [-6.297, 1.119, 1.975], [-6.378, -1.257, 1.281], [-4.270, -2.544, 1.075], [-2.115, -1.452, 1.523], [-1.455, 4.377, -2.577], [-2.801, 4.561, -2.003], [-3.273, 3.078, -1.021], [-3.760, 3.400, 0.320], [-1.859, 2.280, -1.180], [-4.402, 2.021, -1.977], [-4.077, 0.605, -1.769], [-1.348, 2.883, -1.822], [-0.792, 5.012, -2.149], [-1.437, 4.537, -3.574], [-3.548, 4.754, -2.773], [-2.831, 5.392, -1.298], [-4.290, 2.261, -3.038], [-5.418, 2.294, -1.674], [-4.103, 0.384, -0.773], [-2.299, 0.349, -2.697], [-4.797, 0.031, -2.194]],
  "gap_ev": 7.600,
  "largest_force_ha_per_bohr": 0.01797,
  "total_energy_ev": -126662.956,
  "multiplicity": 1,
  "e_homo_ev": -11.05,
  "charge": 1,
  "relative_energy_kcal_mol": 28.5,
  "lumo_energy_ha": -0.1269
}

No. 3
{
  "formula": "C4H8BrN2O",
  "method": "the ωB97M-V functional and the def2-TZVPD basis",
  "elements": ["C", "C", "C", "C", "N", "N", "O", "Br", "H", "H", "H", "H", "H", "H", "H", "H"],
  "coordinates": [[-0.233, -0.370, 1.076], [-2.005, 0.825, 0.242], [-0.798, 0.076, -0.166], [0.913, -1.310, 1.109], [-1.112, -0.182, 2.014], [0.204, 0.645, -1.212], [-2.213, 0.435, 1.601], [-1.311, -2.067, -1.421], [-1.937, 1.930, 0.331], [-2.924, 0.614, -0.296], [0.740, -2.049, 0.148], [0.965, -1.878, 2.139], [1.925, -0.736, 0.904], [0.411, 1.510, -0.739], [-0.303, 0.679, -2.138], [0.985, 0.000, -1.333]],
  "gap_ev": [7.652, 7.650],
  "largest_force_ha_per_bohr": 0.06670,
  "total_energy_ev": -79336.852,
  "multiplicity": 1,
  "e_homo_ev": [-13.92, -13.92],
  "charge": 1,
  "relative_energy_kcal_mol": 63.7,
  "lumo_energy_ha": [-0.2303, -0.2303]
}

No. 4
{
  "formula": "C20H35Cl2N4O3SZn",
  "method": "the ωB97M-V functional and the def2-TZVPD basis",
  "elements": ["O", "C", "C", "C", "H", "C", "H", "C", "H", "C", "H", "C", "H", "H", "C", "C", "H", "H", "H", "C", "C", "H", "H", "H", "H", "Zn", "Cl", "Cl", "H", "H", "C", "C", "N", "H", "C", "O", "H", "H", "H", "H", "H", "H", "C", "C", "N", "H", "C", "O", "H", "H", "H", "H", "C", "N", "C", "S", "N", "C", "H", "H", "H", "H", "H", "H", "H", "H"],
  "coordinates": [[0.512, 1.513, -1.474], [1.040, 0.719, -2.332], [0.948, 1.018, -3.751], [-0.265, 1.425, -4.336], [-1.178, 1.389, -3.746], [-0.278, 1.830, -5.670], [-1.220, 2.149, -6.126], [0.890, 1.792, -6.442], [0.859, 2.045, -7.506], [2.103, 1.413, -5.849], [3.028, 1.419, -6.435], [2.123, 0.986, -4.527], [3.045, 0.626, -4.063], [1.905, 0.138, -1.984], [1.196, -2.329, -3.254], [0.355, -1.642, -2.204], [1.531, -3.317, -2.912], [2.085, -1.714, -3.431], [0.662, -2.450, -4.201], [0.619, -1.670, -0.867], [1.482, -2.665, -0.186], [0.150, -0.921, -0.234], [2.065, -3.262, -0.901], [0.864, -3.339, 0.428], [2.178, -2.158, 0.496], [0.752, 3.023, -0.433], [-1.250, -1.267, -2.704], [2.393, 4.287, 0.080], [-3.949, 3.077, -2.156], [-4.883, 1.515, -1.072], [-2.955, 3.105, -1.702], [-3.998, 1.086, -0.586], [-2.922, 2.078, -0.660], [-2.758, 4.092, -1.261], [-1.927, 2.078, 0.215], [-1.063, 3.022, 0.220], [-4.214, 0.862, 0.469], [-1.904, 1.249, 0.940], [-2.193, 2.900, -2.471], [-3.712, 0.149, -1.091], [2.686, 0.767, 5.220], [2.238, 3.422, 4.345], [2.874, 0.561, 4.156], [2.697, 2.941, 3.466], [2.233, 1.567, 3.315], [2.491, -0.426, 3.895], [1.142, 1.269, 2.595], [0.680, 0.127, 2.448], [2.450, 3.514, 2.565], [0.673, 2.152, 2.110], [3.957, 0.605, 3.994], [3.785, 2.932, 3.606], [-1.195, -4.787, 3.973], [-2.024, -3.998, 3.049], [-1.561, -2.813, 2.540], [-1.683, -2.470, 0.882], [-1.043, -1.932, 3.418], [-1.519, -1.790, 4.792], [-0.957, -4.198, 4.861], [-0.267, -5.137, 3.498], [-1.782, -5.664, 4.263], [-2.461, -4.558, 2.314], [-0.628, -1.097, 2.986], [-0.662, -1.812, 5.476], [-2.031, -0.827, 4.912], [-2.210, -2.596, 5.041]],
  "gap_ev": [2.514, 2.511],
  "largest_force_ha_per_bohr": 0.08430,
  "total_energy_ev": -117707.746,
  "multiplicity": 1,
  "e_homo_ev": [-0.31, -0.31],
  "charge": -1,
  "relative_energy_kcal_mol": 135.1,
  "lumo_energy_ha": [0.0810, 0.0810]
}

No. 5
{
  "formula": "C30H61CuN5O11PS3Si",
  "method": "the ωB97M-V functional and the def2-TZVPD basis",
  "elements": ["Cu", "N", "C", "C", "C", "C", "N", "C", "N", "N", "C", "O", "O", "H", "H", "H", "H", "H", "H", "H", "H", "H", "H", "H", "H", "H", "H", "C", "C", "C", "C", "O", "Si", "O", "O", "C", "C", "C", "C", "O", "C", "C", "C", "C", "H", "H", "H", "H", "H", "H", "H", "H", "H", "H", "H", "H", "H", "H", "H", "H", "H", "H", "H", "H", "H", "H", "H", "H", "H", "H", "H", "N", "C", "C", "C", "C", "C", "C", "S", "O", "O", "O", "H", "H", "H", "H", "H", "H", "C", "C", "C", "O", "P", "S", "S", "O", "C", "C", "C", "H", "H", "H", "H", "H", "H", "H", "H", "H", "H", "H", "H", "H", "H"],
  "coordinates": [[-0.005, -0.605, -0.678], [2.071, -1.233, -0.993], [2.794, -0.555, 0.071], [4.220, -0.994, 0.326], [4.494, -2.482, 0.208], [3.667, -3.335, 1.171], [3.249, -2.591, 2.353], [4.008, -2.198, 3.344], [3.539, -1.234, 4.150], [5.206, -2.769, 3.551], [1.972, -0.628, 1.381], [2.505, -0.153, 2.416], [0.868, -1.225, 1.327], [2.062, -2.249, -0.901], [2.416, -0.989, -1.913], [2.800, 0.503, -0.187], [4.498, -0.628, 1.316], [4.883, -0.493, -0.385], [5.564, -2.629, 0.381], [4.302, -2.851, -0.802], [4.223, -4.233, 1.450], [2.750, -3.694, 0.700], [2.360, -2.105, 2.268], [3.000, -0.526, 3.639], [4.141, -0.895, 4.881], [5.448, -3.599, 3.038], [5.722, -2.566, 4.387], [-1.783, 3.218, 3.555], [-1.050, 2.106, 2.809], [-0.287, 1.231, 3.799], [-2.046, 1.241, 2.041], [-0.120, 2.746, 1.947], [0.287, 2.584, 0.360], [0.536, 1.134, -0.204], [1.556, 3.593, 0.126], [2.658, 4.093, 0.859], [2.242, 4.701, 2.198], [3.672, 2.977, 1.101], [3.281, 5.174, -0.020], [-0.967, 3.166, -0.556], [-1.555, 4.447, -0.761], [-1.083, 5.486, 0.254], [-3.065, 4.264, -0.644], [-1.195, 4.902, -2.172], [-2.452, 2.800, 4.310], [-2.371, 3.819, 2.858], [-1.056, 3.868, 4.045], [-0.982, 0.715, 4.465], [0.391, 1.844, 4.397], [0.304, 0.493, 3.255], [-2.820, 0.867, 2.712], [-1.515, 0.390, 1.605], [-2.518, 1.816, 1.242], [1.773, 3.940, 2.822], [1.521, 5.506, 2.047], [3.121, 5.100, 2.708], [3.207, 2.150, 1.643], [4.515, 3.354, 1.685], [4.048, 2.598, 0.147], [2.555, 5.966, -0.212], [3.574, 4.743, -0.979], [4.159, 5.608, 0.462], [-1.232, 5.123, 1.272], [-1.646, 6.411, 0.119], [-0.020, 5.693, 0.117], [-3.332, 3.956, 0.370], [-3.406, 3.499, -1.345], [-3.581, 5.198, -0.871], [-0.109, 4.888, -2.290], [-1.561, 5.915, -2.355], [-1.636, 4.233, -2.911], [-1.920, 0.452, -1.253], [-2.457, 0.406, -2.576], [-1.909, 1.220, -3.557], [-2.458, 1.233, -4.833], [-3.541, 0.420, -5.132], [-4.065, -0.420, -4.158], [-3.523, -0.432, -2.883], [-4.403, 0.580, -6.705], [-3.529, 1.408, -7.523], [-4.567, -0.785, -7.184], [-5.651, 1.223, -6.313], [-2.575, 0.096, -0.568], [-1.583, 1.383, -1.014], [-1.058, 1.842, -3.298], [-2.066, 1.867, -5.617], [-4.904, -1.054, -4.417], [-3.924, -1.086, -2.116], [-3.281, -4.550, -2.656], [-2.198, -5.600, -2.811], [-2.516, -6.869, -2.038], [-0.867, -5.146, -2.464], [-0.323, -4.217, -1.294], [1.633, -4.433, -1.337], [-1.102, -2.374, -1.536], [-1.015, -4.961, -0.046], [-1.025, -4.627, 1.353], [-1.942, -3.457, 1.663], [0.373, -4.403, 1.906], [-4.213, -4.939, -3.070], [-3.021, -3.634, -3.183], [-3.436, -4.308, -1.602], [-2.098, -5.848, -3.868], [-2.581, -6.657, -0.971], [-1.742, -7.621, -2.196], [-3.472, -7.269, -2.381], [-1.443, -5.533, 1.800], [-1.536, -2.538, 1.239], [-2.018, -3.334, 2.745], [-2.937, -3.627, 1.251], [0.787, -3.489, 1.471], [1.027, -5.243, 1.673], [0.310, -4.276, 2.989]],
  "gap_ev": [6.314, 6.308],
  "largest_force_ha_per_bohr": 0.05894,
  "s2": 0.754,
  "total_energy_ev": -156397.889,
  "multiplicity": 2,
  "e_homo_ev": [-5.08, -5.08],
  "charge": -1,
  "relative_energy_kcal_mol": 22.4,
  "lumo_energy_ha": [0.0454, 0.0452]
}

No. 6
{
  "formula": "C11H31KO8",
  "method": "the ωB97M-V functional and the def2-TZVPD basis",
  "elements": ["K", "O", "C", "O", "O", "H", "C", "C", "O", "H", "H", "H", "H", "H", "H", "C", "C", "O", "H", "H", "H", "H", "H", "H", "C", "C", "O", "H", "H", "H", "H", "H", "H", "C", "C", "O", "H", "H", "H", "H", "H", "H", "C", "C", "O", "H", "H", "H", "H", "H", "H"],
  "coordinates": [[-0.084, 0.040, 0.556], [0.521, 4.342, -1.312], [-0.010, 3.116, -1.291], [-0.742, 2.733, -0.342], [0.187, 2.374, -2.291], [0.336, 4.746, -0.458], [1.488, -4.110, 2.148], [1.202, -3.291, 0.893], [-0.092, -2.688, 1.029], [1.783, -3.519, 3.015], [2.361, -4.755, 2.011], [0.708, -4.828, 2.401], [1.116, -3.950, 0.026], [1.977, -2.565, 0.651], [-0.719, -3.415, 1.006], [-1.842, 1.696, 4.161], [-2.462, 1.041, 2.944], [-1.745, -0.218, 2.860], [-2.350, 2.652, 4.307], [-0.767, 1.856, 4.077], [-1.999, 1.108, 5.065], [-2.385, 1.641, 2.038], [-3.513, 0.864, 3.174], [-2.262, -0.855, 3.357], [-3.442, -1.274, -2.637], [-2.867, 0.126, -2.671], [-2.125, 0.380, -1.504], [-2.679, -1.998, -2.343], [-3.820, -1.657, -3.585], [-4.258, -1.354, -1.918], [-3.644, 0.880, -2.814], [-2.166, 0.186, -3.508], [-1.660, 1.225, -1.576], [3.128, 3.391, 0.778], [2.920, 1.894, 0.718], [2.083, 1.494, 1.802], [3.630, 3.850, -0.076], [3.787, 3.678, 1.601], [2.182, 3.923, 0.859], [3.825, 1.284, 0.717], [2.450, 1.724, -0.252], [2.700, 1.436, 2.536], [1.285, -2.466, -2.892], [0.815, -1.014, -3.131], [1.154, -0.261, -1.984], [2.372, -2.535, -2.858], [0.966, -3.090, -3.730], [0.781, -2.945, -2.053], [-0.267, -0.925, -3.251], [1.306, -0.591, -4.009], [0.838, 0.622, -2.243]],
  "gap_ev": 8.164,
  "largest_force_ha_per_bohr": 0.06347,
  "total_energy_ev": -44616.103,
  "multiplicity": 1,
  "e_homo_ev": -8.19,
  "charge": 0,
  "relative_energy_kcal_mol": 6.5,
  "lumo_energy_ha": -0.0010
}

What is the formula in the second record?
C46H46F9N2O5P2PtSSi

What is the formula in the third record?
C4H8BrN2O